ORCA calculation (ωB97M-V/def2-TZVPD) on C36H90InN6NaO16P as an isolated structure in a non-equilibrium geometry.

Summary:
Relative energy (zero: lowest compared OMol25 entry of this formula, charge and spin), kcal/mol: 177.7
Total charge: +1
HOMO level, eV: -9.657
2S+1: 1
F_max, eV/Å: 4.192
Gap between HOMO and LUMO, eV: 4.232

Each line ends with the Mulliken charge.
Atoms and positions in Å:
In1 0.973157 -2.263153 3.195171  0.9700
Na1 -4.535893 3.411097 -1.850339  0.9628
P1 -0.382273 1.071237 -0.909419  0.8513
O1 0.904227 1.370107 -0.089059  -0.3999
O2 -0.739653 2.096557 -2.078409  -0.6301
O3 -1.466563 1.069777 0.210891  -0.3746
O4 -0.310393 -0.453403 -1.246049  -0.4258
C1 -4.435383 1.485557 -5.520649  -0.7117
O5 -5.231493 2.698017 -5.444179  -0.2922
C2 -5.432383 3.346307 -6.702689  -0.7519
C3 -4.114863 3.827477 -7.307509  -0.5397
N1 -3.428043 4.735047 -6.353939  -0.2970
C4 -2.396023 5.561957 -6.974549  -0.5378
C5 -2.961713 6.887787 -7.589769  -0.5123
O6 -2.038373 7.726527 -8.324819  -0.4155
C6 -0.952833 8.236257 -7.499509  -0.6912
H1 -4.625853 0.665357 -6.212819  0.3060
H2 -4.556913 1.062717 -4.523389  0.2362
H3 -3.384673 1.768287 -5.585069  0.3026
H4 -5.925133 4.302567 -6.527009  0.3442
H5 -6.064893 2.849467 -7.438339  0.3668
H6 -4.440333 4.341367 -8.211989  0.4505
H7 -3.490173 2.987247 -7.610639  0.3605
H8 -2.811763 4.254827 -5.713869  0.2519
H9 -1.808543 4.943147 -7.652809  0.2303
H10 -1.739653 5.828927 -6.146289  0.4117
H11 -3.505433 7.430847 -6.816759  0.3702
H12 -3.714653 6.658897 -8.343939  0.2979
H13 -1.284803 8.258357 -6.461519  0.3079
H14 -0.452453 9.131187 -7.869409  0.2725
H15 -0.158053 7.491187 -7.535189  0.2559
C7 0.641997 -8.682743 -3.297139  -0.7126
O7 1.228547 -9.977103 -3.028209  -0.3651
C8 0.647377 -10.710023 -1.956409  -0.6819
C9 1.271157 -12.119933 -1.824319  -0.5945
N2 2.686987 -11.889383 -1.711399  -0.2034
C10 3.343857 -13.181753 -1.865179  -0.8601
C11 4.775177 -13.156793 -1.108469  -0.5858
O8 4.562887 -12.900743 0.252211  -0.2768
C12 5.727397 -13.012983 0.998151  -0.7797
H16 0.602807 -8.113493 -2.368409  0.2881
H17 -0.331303 -8.874663 -3.748759  0.2797
H18 1.159917 -8.066283 -4.031869  0.2549
H19 -0.418783 -10.900153 -2.079909  0.4015
H20 0.726667 -10.102633 -1.054799  0.3806
H21 0.952937 -12.656343 -2.718229  0.3267
H22 0.993137 -12.493943 -0.838959  0.3886
H23 2.846217 -11.146803 -2.377229  0.2350
H24 3.463507 -13.520243 -2.894359  0.4263
H25 2.659757 -13.967043 -1.543579  0.4587
H26 5.380597 -12.338283 -1.497829  0.3077
H27 5.236757 -14.143673 -1.141789  0.4338
H28 6.474897 -12.254873 0.764441  0.3222
H29 6.343157 -13.886143 0.782411  0.3029
H30 5.522527 -12.946433 2.066651  0.2537
C13 2.496697 8.934457 1.273921  -0.7380
O9 2.645247 8.482267 -0.051599  -0.2817
C14 3.259847 7.257957 -0.166419  -0.6040
C15 3.485857 7.001407 -1.641439  -0.4777
N3 4.374217 5.797167 -1.731929  -0.4170
C16 4.439227 5.442857 -3.187859  -0.5993
C17 4.949887 6.549917 -4.228169  -0.4484
O10 4.903127 6.019897 -5.549639  -0.3297
C18 5.433317 6.902807 -6.504659  -0.7022
H31 1.826807 9.788627 1.175171  0.2400
H32 3.419557 9.309267 1.716571  0.2808
H33 1.993687 8.152817 1.843241  0.3134
H34 2.599197 6.454247 0.158701  0.3017
H35 4.246607 7.172067 0.288581  0.3662
H36 3.976747 7.858077 -2.103219  0.3268
H37 2.520007 6.873787 -2.130269  0.2855
H38 3.808197 5.054237 -1.347519  0.2818
H39 3.491847 5.028777 -3.532989  0.3767
H40 5.048757 4.539737 -3.218479  0.3516
H41 5.939627 6.861307 -3.894169  0.3372
H42 4.348777 7.459147 -4.220139  0.2994
H43 4.883987 7.842727 -6.450849  0.2959
H44 5.357457 6.368627 -7.451759  0.2427
H45 6.497147 7.049187 -6.317719  0.2993
C19 6.141617 -1.287993 4.981821  -0.8062
O11 5.767947 -1.249433 3.609691  -0.2608
C20 6.894317 -1.389603 2.774731  -0.6611
C21 6.667987 -1.575763 1.352981  -0.7428
N4 6.075897 -2.884263 1.081201  -0.2686
C22 5.719337 -2.970893 -0.313569  -0.6201
C23 5.032237 -4.332693 -0.622509  -0.5683
O12 5.841547 -5.504563 -0.310059  -0.3518
C24 6.828657 -5.824493 -1.296509  -0.6521
H46 5.283927 -1.032613 5.604111  0.2314
H47 6.965317 -0.640493 5.282421  0.3139
H48 6.435757 -2.298863 5.264181  0.3511
H49 7.545827 -2.145883 3.212551  0.3686
H50 7.480247 -0.485453 2.939971  0.4113
H51 7.607937 -1.542303 0.802111  0.3963
H52 6.201667 -0.685453 0.931081  0.4428
H53 6.724707 -3.612863 1.342531  0.2588
H54 6.588387 -2.885873 -0.965969  0.2910
H55 5.002457 -2.186363 -0.555819  0.3998
H56 4.621777 -4.393753 -1.630419  0.4261
H57 4.106587 -4.308143 -0.047489  0.2519
H58 7.430127 -6.695233 -1.035469  0.2477
H59 7.372437 -4.901673 -1.498529  0.2635
H60 6.372447 -6.024903 -2.265939  0.2879
C25 -9.490693 4.435587 5.974671  -0.8555
O13 -8.306263 3.961977 5.321791  -0.3066
C26 -8.665773 3.271207 4.142181  -0.5884
C27 -7.438223 2.685717 3.488451  -0.7563
N5 -6.520933 3.663377 2.811501  -0.3285
C28 -6.212143 4.820317 3.622521  -0.5351
C29 -5.189853 5.681687 2.778761  -0.6732
O14 -5.803043 6.243617 1.642611  -0.2798
C30 -4.971013 7.130217 0.941301  -0.7327
H61 -9.178523 5.124117 6.759901  0.2858
H62 -10.123373 3.644627 6.377411  0.3124
H63 -10.118283 5.138587 5.426931  0.3499
H64 -9.094723 3.921417 3.379731  0.3070
H65 -9.358933 2.467967 4.392061  0.5041
H66 -7.742073 1.962027 2.732121  0.4071
H67 -6.923353 2.043947 4.203391  0.3615
H68 -5.670333 3.130807 2.697771  0.2323
H69 -5.776903 4.569197 4.589781  0.3526
H70 -7.155203 5.316347 3.852091  0.3336
H71 -4.343623 5.073247 2.459711  0.3479
H72 -4.717923 6.459817 3.378661  0.4449
H73 -4.077513 6.558647 0.690171  0.2936
H74 -4.727693 7.968997 1.593481  0.2971
H75 -5.529623 7.548487 0.103981  0.2344
C31 -0.964503 0.881527 6.121131  -0.7689
O15 -0.934183 -0.343243 6.821571  -0.2529
C32 -1.917983 -0.622173 7.780191  -0.3939
C33 -1.751683 -2.053563 8.257891  -0.8822
N6 -1.997863 -2.924903 7.070981  -0.2868
C34 -3.440343 -3.228143 6.852621  -0.6520
C35 -3.711793 -3.875183 5.486441  -0.6434
O16 -3.460473 -3.089553 4.298621  -0.2505
C36 -3.732573 -3.836353 3.150841  -0.8686
H76 -1.856553 0.876317 5.494781  0.3064
H77 -0.081603 0.996357 5.492321  0.2129
H78 -1.046673 1.734667 6.794561  0.3134
H79 -2.970483 -0.566123 7.502361  0.3118
H80 -1.758753 0.016577 8.648951  0.4089
H81 -2.335343 -2.334793 9.134451  0.3532
H82 -0.718053 -2.293433 8.507221  0.4213
H83 -1.536643 -3.803703 7.258311  0.2657
H84 -3.958493 -2.269183 6.849841  0.3106
H85 -3.794213 -3.903673 7.631431  0.3907
H86 -4.764723 -4.155293 5.517861  0.3818
H87 -3.080053 -4.759633 5.404341  0.3697
H88 -4.812893 -3.977683 3.118841  0.3506
H89 -3.507903 -4.898593 3.247171  0.3349
H90 -3.371543 -3.473023 2.188681  0.2779

Forces on atoms 1 to 2 (eV/Å):
In -0.09 0.19 -0.05
Na 0.32 -0.11 -0.16

ORCA calculation (ωB97M-V/def2-TZVPD) on a 5-piece molecular cluster, C17H35FNO14 overall.

Summary:
Total charge: +1
HOMO level, eV: -12.968
2S+1: 1
F_max, eV/Å: 0.731
Gap between HOMO and LUMO, eV: 9.970

Each line ends with the Mulliken charge.
Atoms and positions in Å:
O1 1.147016 -1.671824 2.373971  -0.3249
O2 0.986885 -2.211848 1.049957  -0.3522
C1 0.186140 -1.341664 0.347231  0.1046
N1 -1.287780 -1.717725 0.410434  0.2267
C2 -1.661694 -3.152860 0.739135  -0.4837
C3 -3.029070 -3.025976 1.437271  -0.7108
C4 -3.482117 -1.601912 1.143301  0.3474
F1 -4.349389 -1.119132 2.074212  -0.2984
C5 -2.154420 -0.857999 1.281244  -0.7442
H1 0.931911 -2.435759 2.929951  0.3537
H2 0.267864 -0.328931 0.742969  0.5155
H3 0.497988 -1.347978 -0.695342  -0.3399
H4 -1.661568 -1.568223 -0.528138  0.5354
H5 -1.682316 -3.701496 -0.200126  0.4105
H6 -0.943274 -3.606553 1.412614  0.2948
H7 -3.723222 -3.834720 1.228053  0.3710
H8 -2.837840 -3.017632 2.514017  0.2838
H9 -3.869677 -1.451457 0.129983  0.3781
H10 -1.794577 -0.945551 2.308356  0.4263
H11 -2.154775 0.165566 0.935882  0.0497
C6 6.372563 0.550849 -3.207641  -0.6848
O3 5.174328 0.064808 -2.579935  -0.2777
C7 5.279085 -0.138832 -1.270889  0.6214
O4 6.250162 0.039434 -0.590740  -0.5573
O5 4.092599 -0.586460 -0.829772  -0.0943
C8 4.053116 -0.854668 0.577730  -0.3352
H12 6.123842 0.664402 -4.257579  0.2189
H13 6.659870 1.508829 -2.780563  0.2979
H14 7.180931 -0.166040 -3.083680  0.3165
H15 4.271980 0.045727 1.148899  0.3422
H16 4.765631 -1.633595 0.842013  0.3591
H17 3.037409 -1.186472 0.774736  -0.1630
C9 -0.958767 3.865418 5.624631  -0.6140
O6 -1.012142 2.462732 5.315470  -0.3153
C10 -2.233183 1.992574 5.105215  0.8574
O7 -3.258348 2.623179 5.144695  -0.5525
O8 -2.143323 0.682900 4.813864  -0.3592
C11 -3.416067 0.036342 4.642232  -0.5755
H18 0.092594 4.091492 5.767235  0.2362
H19 -1.363740 4.451258 4.801896  0.2578
H20 -1.517370 4.074683 6.533643  0.3053
H21 -4.014474 0.541979 3.889951  0.2895
H22 -3.960783 0.002423 5.583434  0.4524
H23 -3.186314 -0.976050 4.321691  0.0483
C12 -2.788153 3.536779 1.836675  -0.6908
O9 -2.681022 2.482251 0.864491  -0.2581
C13 -2.258902 2.899936 -0.333239  0.6468
O10 -2.005990 4.027049 -0.639635  -0.5195
O11 -2.147984 1.829931 -1.143586  -0.2735
C14 -1.715082 2.167154 -2.477467  -0.7155
H24 -3.142670 3.079988 2.754893  0.1482
H25 -1.810939 3.988041 1.997608  0.3311
H26 -3.494870 4.294678 1.509392  0.3403
H27 -0.734560 2.637197 -2.452572  0.3399
H28 -2.429108 2.837932 -2.947897  0.3242
H29 -1.671594 1.228220 -3.023117  0.2147
C15 1.984912 -1.402960 -3.017532  -0.2411
O12 1.761397 -2.232005 -4.157511  -0.3277
C16 1.743401 -1.560008 -5.316814  0.7836
O13 1.868617 -0.368873 -5.426959  -0.5470
O14 1.555283 -2.429968 -6.299091  -0.3362
C17 1.520192 -1.847825 -7.611289  -0.6271
H30 1.984879 -2.074755 -2.161502  0.2156
H31 2.943756 -0.897555 -3.072953  0.2009
H32 1.188522 -0.659231 -2.932335  0.0551
H33 2.463110 -1.352521 -7.831497  0.2997
H34 0.703164 -1.133736 -7.688501  0.2962
H35 1.362399 -2.677157 -8.292653  0.2227

Forces on atoms 1 to 2 (eV/Å):
O -0.27 0.05 -0.04
O -0.08 -0.03 -0.04

ORCA calculation (ωB97M-V/def2-TZVPD) on one molecule with the formula C5H6O in a non-equilibrium geometry.

Summary:
Relative energy (zero: lowest compared OMol25 entry of this formula, charge and spin), kcal/mol: 104.2
SMILES: C#C[C@H](C)C=O
HOMO level, eV: -9.364
2S+1: 1
F_max, eV/Å: 13.951
Gap between HOMO and LUMO, eV: 9.953

Each line ends with the Mulliken charge.
Atoms and positions in Å:
C1 -0.756643 -0.709727 -0.654496  -1.6215
C2 0.023666 -0.368093 0.502988  0.6492
C3 -0.747102 0.760310 1.371508  -0.0479
C4 1.240810 0.157028 0.160430  -0.5502
C5 2.109757 0.492163 -0.820413  -0.3947
H1 -1.818810 -1.059978 -0.493781  0.2945
H2 -0.852042 0.032023 -1.452617  0.3957
H3 -0.334248 -1.410005 -1.241073  0.5646
H4 0.183294 -1.156814 1.046647  0.2736
H5 0.000430 1.262636 1.871174  0.4416
H6 2.817072 0.973278 -1.368824  0.4425
O1 -1.866183 1.027180 1.078458  -0.4475

Forces on atoms 1 to 2 (eV/Å):
C -4.40 0.74 -1.90
C -3.44 4.08 0.61

Which value of HOMO level does entry 3 give?
-9.364 eV

What did the third record say?
ORCA calculation (ωB97M-V/def2-TZVPD) on one molecule with the formula C5H6O in a non-equilibrium geometry.

Summary:
Relative energy (zero: lowest compared OMol25 entry of this formula, charge and spin), kcal/mol: 104.2
SMILES: C#C[C@H](C)C=O
HOMO level, eV: -9.364
2S+1: 1
F_max, eV/Å: 13.951
Gap between HOMO and LUMO, eV: 9.953

Each line ends with the Mulliken charge.
Atoms and positions in Å:
C1 -0.756643 -0.709727 -0.654496  -1.6215
C2 0.023666 -0.368093 0.502988  0.6492
C3 -0.747102 0.760310 1.371508  -0.0479
C4 1.240810 0.157028 0.160430  -0.5502
C5 2.109757 0.492163 -0.820413  -0.3947
H1 -1.818810 -1.059978 -0.493781  0.2945
H2 -0.852042 0.032023 -1.452617  0.3957
H3 -0.334248 -1.410005 -1.241073  0.5646
H4 0.183294 -1.156814 1.046647  0.2736
H5 0.000430 1.262636 1.871174  0.4416
H6 2.817072 0.973278 -1.368824  0.4425
O1 -1.866183 1.027180 1.078458  -0.4475

Forces on atoms 1 to 2 (eV/Å):
C -4.40 0.74 -1.90
C -3.44 4.08 0.61